(1)
Formula: C14H23NO4
Source: OMol25
Level of theory: wB97M-V/def2-TZVPD

Last column: natural (NBO) charge in e.
CARTESIAN COORDINATES (ANGSTROEM)
O 1.848 -1.909 0.351  -0.509
H 0.016 -1.989 1.119  0.191
H -5.631 -0.783 -1.332  0.478
O 4.396 2.117 0.154  -0.511
C 3.143 0.160 0.241  -0.417
H 3.965 -3.049 -0.374  0.222
O -1.027 0.324 -0.202  -0.532
C 4.094 -1.984 -0.278  -0.318
H -3.080 1.490 1.136  0.169
H 5.936 2.687 -1.115  0.176
H 2.333 0.808 0.534  0.228
H 6.424 0.437 -0.599  0.218
H -7.374 -0.150 0.224  0.148
H -2.054 -0.722 1.258  0.160
H -4.195 -1.210 1.825  0.200
C -3.294 0.799 0.304  -0.229
C -2.214 -0.284 0.263  -0.068
H -0.361 -1.359 -1.208  0.168
H -5.280 1.860 -0.736  0.204
H -7.597 1.154 -0.960  0.182
H 5.382 3.855 0.110  0.200
C -4.878 -0.376 1.678  -0.418
H -3.208 1.359 -0.630  0.212
C 5.305 -1.379 -0.526  -0.164
C 5.600 2.805 -0.080  -0.253
H 0.747 0.029 -1.069  0.199
C 0.005 -0.570 -0.534  -0.085
H 6.392 2.472 0.599  0.176
N -4.629 0.234 0.386  -0.462
H -2.527 -1.084 -0.425  0.170
H -4.749 0.338 2.506  0.169
C -5.671 1.193 0.035  -0.244
C -6.872 0.444 -0.554  -0.063
C 4.377 0.764 -0.010  0.413
C 5.463 -0.007 -0.397  -0.370
C 0.670 -1.221 0.695  -0.095
H 0.857 -0.457 1.460  0.178
C 2.996 -1.210 0.110  0.405
O -6.469 -0.386 -1.610  -0.723
H 6.150 -1.981 -0.827  0.214
H -5.895 -0.762 1.709  0.205
H -5.989 1.804 0.894  0.174

Summary:
* SMILES: COc1cccc(OCCOCCN(C)CCO)c1
* frontier orbital gap: 0.337 Ha
* net charge: 0
* HOMO: -8.34 eV

---

(2)
Formula: C17H19AsN5ORuS7
Source: OMol25
Level of theory: wB97M-V/def2-TZVPD

Last column: natural (NBO) charge in e.
CARTESIAN COORDINATES (ANGSTROEM)
H -2.646 -3.521 2.426  0.191
N -0.807 -2.490 -1.305  -0.344
C -3.178 -2.524 -3.437  -0.525
H 0.802 -2.024 2.151  0.242
H -3.657 -3.423 -3.823  0.212
H -5.066 -0.551 -0.694  0.211
N 2.250 0.302 -0.247  -0.640
C 2.047 2.636 0.136  0.308
C -0.979 -1.980 0.947  0.298
O -2.522 -0.230 -0.653  -0.720
S -1.320 1.400 1.966  -0.180
C -0.253 -2.294 2.233  -0.654
C -4.548 -1.212 -0.009  -0.321
H -3.265 -2.484 -2.352  0.260
S 1.276 2.223 5.863  -0.804
H -5.099 -3.611 2.310  0.191
C -4.553 -2.925 1.676  -0.330
H -5.223 -0.292 -6.955  0.192
S 0.460 0.779 2.632  -0.188
C -3.174 -2.864 1.746  -0.104
C -3.921 1.104 -4.167  -0.141
H -0.695 -1.761 3.074  0.241
C -4.319 -1.367 -5.341  -0.223
H 2.127 0.404 -1.263  0.406
C -4.529 1.023 -5.408  -0.256
H 1.924 4.510 0.808  0.399
C -3.697 -1.292 -4.100  -0.028
H -3.755 2.064 -3.700  0.201
H 2.918 -0.444 -0.070  0.383
N 2.798 1.518 0.256  -0.500
N -0.264 -2.035 -0.172  -0.326
H -4.473 -2.338 -5.795  0.193
S 0.655 2.715 -0.793  -0.201
H -3.038 0.032 -2.546  0.276
C -3.136 -1.108 0.048  0.416
C -3.508 -0.044 -3.517  -0.223
C -4.739 -0.218 -5.989  -0.229
H 3.255 1.443 1.186  0.435
C -0.690 -1.856 -2.409  -0.092
C -2.446 -2.010 0.928  -0.249
As 1.514 2.570 3.788  0.534
S 3.572 2.135 3.278  -0.930
S -1.378 -2.752 -3.803  0.179
S 0.019 -0.323 -2.661  -0.221
H -4.832 1.923 -5.928  0.194
H 3.177 3.565 1.524  0.431
N 2.570 3.743 0.717  -0.815
H -6.309 -2.165 0.710  0.191
Ru -0.307 0.113 0.016  0.643
H -0.323 -3.366 2.434  0.208
C -5.230 -2.104 0.782  -0.188

Summary:
* frontier orbital gap (spin up / spin down): 0.200 / 0.178 Ha
* net charge: -2
* HOMO (spin up / spin down): -1.31 / -1.25 eV
* multiplicity: 2

---

(3)
Formula: C27H78N12O9
Source: OMol25
Level of theory: wB97M-V/def2-TZVPD

Last column: Löwdin charge in e.
CARTESIAN COORDINATES (ANGSTROEM)
C 2.049 4.457 -1.396  -0.396
H 1.169 4.168 -0.824  0.134
H -0.816 -3.510 0.062  0.022
H 1.915 6.646 1.609  0.078
H 2.085 4.088 2.236  0.128
C 5.140 -6.063 -0.429  -0.114
H 2.660 3.874 4.669  0.089
O -1.827 -3.480 -5.003  -0.204
C 3.070 -3.061 -1.031  -0.426
H -2.907 2.687 -1.195  0.127
H -5.256 3.071 -3.266  0.079
H -4.581 -3.784 0.648  0.127
H -3.782 1.288 1.318  0.078
H -1.119 -1.650 3.082  0.099
H -1.919 -2.541 0.486  0.042
H -6.138 4.416 -2.557  0.082
H -0.964 -0.269 2.009  0.051
C 0.898 6.541 1.995  -0.097
H -2.486 -5.645 1.640  0.067
H -0.251 3.453 4.007  0.140
H 1.845 3.009 -3.016  0.064
H -3.401 -2.135 -4.994  0.126
H 2.962 -2.128 -2.994  0.069
H 1.558 -4.473 -0.308  0.082
H -4.724 -4.548 -0.897  0.125
N 3.252 -0.256 4.690  0.154
H -2.273 -1.595 5.109  0.091
H 3.915 0.569 -0.509  0.075
C 4.145 -4.116 -1.283  -0.228
H 5.046 -3.490 -1.300  0.122
H 3.779 -1.020 4.307  0.082
H -4.134 0.798 -0.370  0.074
H -2.103 -1.682 -5.959  0.126
H 1.780 1.574 0.175  0.069
H -1.555 -2.334 -3.036  0.126
H -2.945 0.342 -3.698  0.083
H -2.101 0.055 -2.222  0.051
H 3.634 4.261 0.088  0.125
H -2.641 3.606 1.637  0.078
H -3.451 -7.075 1.970  0.082
H 0.465 1.425 4.081  0.069
H 5.236 0.118 7.125  0.103
H -2.671 -0.066 5.684  0.100
N -1.284 -0.682 2.878  0.178
H 1.550 -4.008 -2.038  0.082
H -1.615 2.605 1.070  0.039
C -2.297 -2.145 -4.979  -0.217
H 1.237 0.514 1.536  0.079
O 0.985 5.597 3.057  -0.189
H -4.183 4.645 -0.403  0.116
H 4.779 -6.702 -1.235  0.089
C -4.070 -4.487 -0.020  -0.201
H -1.893 -5.201 -6.082  0.089
H -3.541 -0.818 -2.578  0.081
H -1.842 -6.060 -0.935  0.083
H 1.710 2.771 5.677  0.055
H 0.493 1.869 2.567  0.024
H 0.369 4.072 1.788  0.103
H 1.021 4.449 -3.341  0.079
C 3.313 3.805 -0.850  -0.185
H -3.451 -4.300 -5.936  0.088
H -2.467 0.744 0.222  0.048
N -1.738 -3.544 0.487  0.055
C -2.702 -4.062 -0.521  -0.422
C -3.508 -6.030 1.672  -0.118
H 2.808 4.418 -3.447  0.083
N 2.314 5.929 -1.209  0.044
O 4.192 -5.035 -0.215  -0.177
N 3.119 -1.972 -2.006  0.039
H 5.311 -6.538 0.536  0.087
H -4.421 4.492 -2.507  0.083
N 1.061 1.906 3.413  0.052
C 4.247 1.603 -0.582  -0.063
H 3.265 -2.653 -0.036  0.137
C -2.368 -4.227 -6.084  -0.096
H 1.578 6.319 -1.794  0.072
N -2.210 3.366 0.744  0.049
O -0.487 -0.707 0.169  -0.041
H 0.897 -2.880 -0.791  0.047
N 1.170 0.857 0.594  0.185
C 1.643 -3.642 -1.011  -0.057
H 1.148 1.071 -1.902  0.080
H -2.905 -3.169 -1.132  0.121
N 0.599 0.312 -1.535  0.165
H 0.154 6.291 1.234  0.081
C -4.466 3.607 -0.207  -0.214
H 0.043 -0.190 -2.236  0.042
H 0.528 7.436 2.500  0.086
N -0.377 -0.948 -3.949  0.029
H -4.010 -5.484 2.479  0.084
C 1.648 3.618 4.999  -0.054
C 1.942 4.091 -2.872  -0.065
O 3.256 1.130 6.532  0.003
C -3.411 1.285 0.292  -0.054
C 1.061 4.261 2.620  -0.230
C 3.693 0.155 5.917  -0.656
H 4.140 3.847 -1.564  0.119
H 4.073 -4.563 -2.279  0.128
C -3.210 2.737 -0.142  -0.425
O -5.374 3.127 -1.188  -0.185
H 1.250 4.504 5.499  0.081
N -2.318 -0.613 4.919  0.148
H 3.210 6.124 -1.644  0.070
O -2.306 1.219 3.571  -0.007
H 5.195 -1.213 5.857  0.085
H 2.373 -1.326 -1.768  0.031
C 0.818 3.335 3.779  -0.429
H -1.134 -4.723 -1.877  0.063
H 0.069 -1.613 -4.573  0.083
H -2.228 -3.681 -7.022  0.085
C -2.044 -5.092 -1.397  -0.057
C -1.739 -1.504 -3.722  -0.389
H 6.169 -5.752 -0.657  0.085
H -2.653 -5.394 -2.258  0.084
H 4.786 1.896 -1.484  0.090
H -5.000 3.657 0.746  0.128
H 4.889 1.763 0.291  0.094
C -1.962 0.053 3.779  -0.685
H -0.433 -0.049 -4.419  0.086
C -5.251 3.786 -2.448  -0.105
H 2.744 0.375 4.085  0.065
C -2.614 -0.465 -3.034  -0.053
N 4.858 -0.423 6.371  0.135
O 3.068 2.411 -0.550  -0.272
C 0.342 0.147 -0.201  -0.636
O -4.166 -5.830 0.433  -0.191

Summary:
* SMILES: COC[C@H](C)N.COC[C@H](C)N.COC[C@H](C)N.COC[C@H](C)N.COC[C@H](C)N.COC[C@H](C)N.NC(N)=O.NC(N)=O.NC(N)=O
* frontier orbital gap: 0.334 Ha
* net charge: 0
* HOMO: -8.77 eV

---

(4)
Formula: C15H40O5
Source: OMol25
Level of theory: wB97M-V/def2-TZVPD

Last column: natural (NBO) charge in e.
CARTESIAN COORDINATES (ANGSTROEM)
O -5.945 1.356 -0.801  -0.720
C -1.818 4.624 -0.022  -0.628
H -1.378 -4.559 2.456  0.209
C -1.757 6.333 -1.854  -0.632
C 4.900 -2.230 1.020  -0.627
C 0.628 0.033 0.524  0.096
H -1.126 7.032 -2.419  0.215
C -0.844 -3.955 1.722  -0.632
C 0.798 0.995 -0.642  -0.640
H 6.662 -2.912 1.933  0.155
H 0.014 1.763 -0.593  0.196
C -4.221 2.067 0.619  -0.628
H -6.349 1.183 0.052  0.464
H -1.369 4.331 0.929  0.210
H 5.005 -1.269 1.527  0.217
H -3.916 2.889 -1.808  0.203
C 6.318 -2.777 0.899  0.095
H 1.705 1.567 -0.829  0.225
H -1.324 0.065 0.560  0.478
H -2.050 5.624 -2.632  0.211
H 0.043 6.737 0.674  0.469
H -3.203 1.985 1.021  0.195
H -0.996 -2.903 1.989  0.208
H -2.875 4.845 0.123  0.211
H 2.587 -0.704 1.080  0.220
H -4.358 3.116 0.381  0.216
H -2.456 -4.092 0.321  0.153
H -4.210 0.179 -0.540  0.156
C -1.036 5.750 -0.658  0.091
H 1.317 -1.838 1.209  0.222
H 7.408 -4.356 -0.077  0.202
O -0.793 -3.307 -0.606  -0.754
H -1.336 -5.727 -1.208  0.218
C -4.530 1.220 -0.651  0.099
O -0.645 -0.605 0.413  -0.744
H -1.641 -6.396 0.266  0.208
H 4.382 -2.103 0.069  0.211
C 6.365 -4.070 0.088  -0.630
H -2.603 6.962 -1.572  0.219
H -2.797 1.553 -1.871  0.207
H -0.050 5.392 -0.975  0.158
H 0.611 0.369 -1.522  0.217
C 1.693 -1.042 0.558  -0.636
C -3.858 1.802 -1.895  -0.621
H -0.823 -2.399 -0.260  0.495
H 0.028 -5.937 -0.187  0.214
H 0.241 -4.071 1.747  0.205
H -4.856 1.669 1.411  0.200
H 8.012 -2.084 0.321  0.462
O 7.108 -1.745 0.276  -0.722
H -1.784 3.767 -0.700  0.206
H 4.239 -2.887 1.590  0.211
O -0.804 6.849 0.236  -0.731
H 5.962 -4.850 0.741  0.211
H 5.835 -3.976 -0.853  0.217
H -4.370 1.462 -2.790  0.229
C -1.009 -5.610 -0.162  -0.633
C -1.369 -4.228 0.319  0.096
H 0.701 0.606 1.457  0.159
H 1.941 -1.492 -0.402  0.219

Summary:
* SMILES: CC(C)O.CC(C)O.CC(C)O.CC(C)O.CC(C)O
* frontier orbital gap: 0.375 Ha
* net charge: 0
* HOMO: -9.73 eV

---

One value per record, in order, for relative energy (zero: lowest compared OMol25 entry of this formula, charge and spin): 74.4, 12.8, 20.4, 33.8 kcal per mole.